{
  "formula": "C4H4S",
  "method": "wB97M-V/def2-TZVPD",
  "smiles": "C#C[C@H]1CS1",
  "homo_lumo_gap_ev": 9.80,
  "e_above_lowest_kj_mol": 472.5,
  "species": ["C", "C", "C", "C", "H", "H", "H", "H", "S"],
  "coordinates": [[-0.540, 2.131, 1.646], [-0.257, 1.059, 0.965], [0.452, 0.148, 0.057], [0.363, -1.402, 0.364], [-0.707, 3.336, 1.866], [1.308, 0.422, -0.429], [1.304, -1.993, 0.203], [-0.405, -1.618, 0.854], [-0.101, -0.735, -1.293]]
}

{
  "formula": "C4H4S",
  "method": "wB97M-V/def2-TZVPD",
  "smiles": "C#C[C@H]1CS1",
  "homo_lumo_gap_ev": 10.02,
  "e_above_lowest_kj_mol": 312.6,
  "species": ["C", "C", "C", "C", "H", "H", "H", "H", "S"],
  "coordinates": [[2.180, -0.477, -0.341], [1.025, -0.540, 0.021], [-0.418, -0.521, 0.427], [-1.205, 0.731, -0.200], [3.191, -0.551, -0.705], [-0.559, -0.534, 1.518], [-1.520, 1.507, 0.648], [-0.607, 1.178, -1.068], [-2.087, -0.793, -0.300]]
}

{
  "formula": "C4H4S2",
  "method": "wB97M-V/def2-TZVPD",
  "smiles": "S=C1CS1.C#C",
  "homo_lumo_gap_ev": 8.60,
  "e_above_lowest_kj_mol": 326.7,
  "species": ["C", "C", "C", "C", "S", "S", "H", "H", "H", "H"],
  "coordinates": [[-1.510, -1.476, 0.267], [-0.849, -2.182, -0.435], [1.190, 0.966, 0.671], [0.335, 1.414, -0.395], [1.463, 0.929, 2.204], [1.851, 0.401, -0.801], [-1.983, -0.743, 0.799], [-0.316, -2.756, -1.065], [-0.615, 1.016, -0.668], [0.436, 2.431, -0.577]]
}

{
  "formula": "C4H50BO33",
  "method": "wB97M-V/def2-TZVPD",
  "charge": -1,
  "homo_lumo_gap_ev": 8.47,
  "e_above_lowest_kj_mol": 86.6,
  "species": ["O", "C", "O", "B", "O", "C", "O", "O", "C", "O", "C", "O", "O", "O", "H", "H", "O", "H", "H", "O", "H", "H", "O", "H", "H", "O", "H", "H", "O", "H", "H", "O", "H", "H", "O", "H", "H", "O", "H", "H", "O", "H", "H", "O", "H", "H", "O", "H", "H", "O", "H", "H", "O", "H", "H", "O", "H", "H", "O", "H", "H", "O", "H", "H", "O", "H", "H", "O", "H", "H", "O", "H", "H", "O", "H", "H", "O", "H", "H", "O", "H", "H", "O", "H", "H", "O", "H", "H"],
  "coordinates": [[9.545, -12.736, 12.273], [9.602, -12.643, 11.076], [9.292, -11.550, 10.495], [8.813, -11.910, 9.134], [8.877, -13.383, 9.100], [9.325, -13.711, 10.182], [9.488, -14.904, 10.490], [9.562, -11.276, 8.049], [8.808, -10.527, 7.424], [9.210, -10.045, 6.367], [7.515, -10.637, 7.961], [7.407, -11.480, 8.924], [6.585, -10.143, 7.450], [4.775, -10.443, 10.914], [4.668, -11.384, 11.198], [5.695, -10.324, 10.827], [5.694, -7.745, 7.496], [4.908, -7.757, 6.987], [5.956, -8.694, 7.399], [7.218, -11.459, 4.708], [7.003, -11.747, 3.827], [7.430, -12.203, 5.253], [10.937, -13.468, 6.723], [11.029, -12.616, 6.346], [11.341, -13.271, 7.573], [5.595, -13.363, 9.130], [4.792, -12.908, 9.325], [6.247, -12.689, 9.242], [7.275, -8.337, 5.034], [6.733, -8.829, 4.434], [7.664, -9.083, 5.486], [8.896, -14.731, 14.565], [9.081, -13.870, 14.926], [9.694, -14.912, 14.046], [11.928, -16.159, 9.498], [11.679, -16.529, 8.676], [11.094, -15.877, 9.957], [7.201, -11.742, 12.870], [6.825, -11.269, 13.654], [8.143, -11.860, 13.016], [8.510, -7.091, 7.289], [8.520, -7.027, 8.234], [7.619, -7.437, 7.073], [11.992, -12.433, 13.880], [12.299, -12.868, 13.039], [11.055, -12.325, 13.782], [10.856, -10.096, 12.155], [11.652, -10.610, 12.250], [10.391, -10.269, 11.373], [9.285, -16.081, 8.007], [9.056, -15.340, 8.547], [9.371, -16.759, 8.642], [11.227, -8.064, 7.053], [10.290, -8.008, 7.168], [11.362, -7.164, 6.786], [3.911, -9.707, 8.299], [4.088, -9.929, 9.223], [4.619, -10.172, 7.822], [4.651, -11.052, 5.643], [4.534, -11.876, 5.179], [5.630, -11.053, 5.676], [8.315, -13.696, 6.081], [9.156, -13.547, 6.457], [8.469, -14.474, 5.494], [7.383, -9.549, 11.049], [7.665, -10.332, 11.579], [8.202, -9.230, 10.653], [9.050, -11.880, 15.104], [8.969, -10.941, 14.823], [8.213, -12.081, 15.443], [10.992, -15.513, 12.785], [11.324, -15.771, 13.648], [11.005, -16.354, 12.393], [9.564, -8.720, 9.939], [10.457, -8.861, 9.565], [9.608, -7.949, 10.485], [6.721, -14.464, 12.366], [7.030, -13.614, 12.738], [7.510, -15.026, 12.394], [10.195, -9.026, 4.278], [10.180, -8.054, 4.413], [9.853, -9.336, 5.089], [12.084, -12.560, 8.905], [11.872, -11.608, 8.761], [12.564, -12.623, 9.728], [10.078, -12.210, 4.144], [9.634, -12.237, 4.970], [10.784, -11.588, 4.358]]
}

{
  "formula": "C4H5AgLiO5",
  "method": "wB97M-V/def2-TZVPD",
  "charge": 2,
  "s_squared": 0.753,
  "spin_multiplicity": 2,
  "homo_lumo_gap_ev": [9.01, 7.79],
  "e_above_lowest_kj_mol": 252.5,
  "species": ["O", "C", "O", "O", "C", "C", "Ag", "H", "H", "H", "H", "Li", "O", "C", "O", "H"],
  "coordinates": [[1.175, -1.693, 2.559], [0.095, -1.477, 1.960], [-1.015, -1.899, 2.273], [0.254, -0.581, 0.905], [-0.459, 1.211, -0.489], [-0.810, 0.191, 0.523], [-0.398, -3.515, 4.546], [-1.312, 1.829, -0.786], [0.294, 1.887, -0.062], [-1.378, -0.169, -0.542], [-1.374, 0.601, 1.370], [2.586, -0.789, 1.706], [0.429, 0.768, -1.944], [0.245, 1.215, -3.066], [0.975, 0.981, -4.070], [0.694, 1.440, -4.883]]
}

{
  "formula": "C4H5BO3",
  "method": "wB97M-V/def2-TZVPD",
  "smiles": "C=CC=C=O.O=BO",
  "homo_lumo_gap_ev": 8.00,
  "e_above_lowest_kj_mol": 236.2,
  "species": ["B", "C", "C", "C", "C", "O", "O", "O", "H", "H", "H", "H", "H"],
  "coordinates": [[-3.086, 0.464, -0.147], [0.687, 0.557, 0.308], [2.047, 0.493, -0.149], [0.213, -0.464, 0.895], [2.692, -0.672, -0.159], [-0.228, -1.451, 1.381], [-2.225, 0.497, 0.676], [-3.894, 0.278, -1.192], [0.065, 1.371, 0.043], [2.781, 1.239, -0.260], [3.675, -0.757, -0.419], [2.060, -1.568, 0.043], [-4.786, 0.013, -1.020]]
}

{
  "formula": "C4H5BO3S",
  "method": "wB97M-V/def2-TZVPD",
  "homo_lumo_gap_ev": [6.10, 6.85],
  "e_above_lowest_kj_mol": 305.3,
  "species": ["B", "C", "C", "C", "C", "O", "O", "O", "S", "H", "H", "H", "H", "H"],
  "coordinates": [[-0.625, 0.945, -0.068], [2.595, -1.258, 0.073], [1.248, -1.015, 0.014], [3.414, -0.114, 0.019], [0.901, 0.354, -0.073], [4.577, -0.012, 0.287], [-1.558, 0.156, 0.491], [-0.767, 2.316, 0.092], [2.317, 1.390, -0.206], [3.101, -2.166, 0.154], [0.509, -1.694, -0.225], [-0.786, 0.667, -1.409], [-2.036, -0.328, -0.249], [-1.505, 2.616, 0.568]]
}

{
  "formula": "C4H5BaO2",
  "method": "wB97M-V/def2-TZVPD",
  "charge": 1,
  "homo_lumo_gap_ev": 4.50,
  "e_above_lowest_kj_mol": 478.5,
  "species": ["H", "O", "C", "C", "C", "C", "O", "Ba", "H", "H", "H", "H"],
  "coordinates": [[0.786, 2.093, -3.987], [0.690, -0.567, -0.989], [0.105, -0.664, 1.262], [-0.473, -1.298, 2.288], [0.626, -1.240, 0.095], [-0.746, 0.685, 1.211], [-0.889, 1.190, 0.025], [-0.154, 1.759, -2.185], [1.082, -1.055, -1.733], [-1.630, 0.121, 1.946], [0.856, -2.310, 0.067], [-0.255, 1.286, 2.000]]
}

{
  "formula": "C4H5BeO3",
  "method": "wB97M-V/def2-TZVPD",
  "s_squared": 0.755,
  "spin_multiplicity": 2,
  "homo_lumo_gap_ev": [8.39, 6.18],
  "e_above_lowest_kj_mol": 59.5,
  "species": ["O", "C", "C", "O", "C", "C", "O", "Be", "H", "H", "H", "H", "H"],
  "coordinates": [[0.398, -1.096, -1.408], [0.915, -2.031, -0.703], [1.227, -1.780, 0.655], [1.110, -0.582, 1.105], [-1.143, 1.566, 1.631], [-1.064, 1.787, 0.293], [-0.247, 1.159, -0.528], [0.497, 0.105, -0.261], [1.079, -3.025, -1.140], [1.610, -2.576, 1.306], [-0.232, 1.425, 2.219], [-2.126, 1.513, 2.102], [-1.516, 2.707, -0.114]]
}

{
  "formula": "C4H5Br2N3O2",
  "method": "wB97M-V/def2-TZVPD",
  "smiles": "CN1NC(Br)=C([N+](=O)[O-])[C@@H]1Br",
  "homo_lumo_gap_ev": 8.02,
  "e_above_lowest_kj_mol": 78.7,
  "species": ["C", "C", "C", "C", "N", "N", "N", "O", "O", "Br", "Br", "H", "H", "H", "H", "H"],
  "coordinates": [[1.140, -0.381, 0.274], [1.242, 0.924, -0.199], [-0.255, -0.751, 0.317], [-2.217, 0.579, -0.366], [0.105, 1.459, -0.351], [-0.867, 0.552, 0.199], [2.062, -1.311, 0.788], [3.114, -0.939, 1.298], [1.652, -2.469, 0.960], [2.996, 1.866, -0.809], [-0.695, -2.171, -1.375], [-0.631, -1.264, 1.165], [-2.702, 0.174, 0.496], [-2.534, 1.569, -0.577], [-2.230, -0.186, -1.184], [-0.180, 2.347, -0.635]]
}

{
  "formula": "C4H5BrClNS",
  "method": "wB97M-V/def2-TZVPD",
  "smiles": "CN1C=C(Br)[C@@H](Cl)S1",
  "homo_lumo_gap_ev": 7.90,
  "e_above_lowest_kj_mol": 126.1,
  "species": ["C", "C", "C", "C", "N", "S", "Cl", "Br", "H", "H", "H", "H", "H"],
  "coordinates": [[-0.812, -0.323, -0.108], [-1.181, 0.858, 0.365], [-0.101, 1.782, 0.878], [1.145, -1.680, -0.988], [0.533, -0.482, -0.402], [1.528, 0.798, 0.124], [-0.124, 1.632, 2.653], [-3.011, 1.221, 0.705], [-1.628, -0.926, -0.451], [-0.049, 2.824, 0.654], [1.019, -2.376, -0.142], [0.590, -1.839, -1.963], [2.092, -1.488, -1.325]]
}

{
  "formula": "C4H5BrS",
  "method": "wB97M-V/def2-TZVPD",
  "homo_lumo_gap_ev": 8.99,
  "e_above_lowest_kj_mol": 472.4,
  "species": ["C", "C", "C", "C", "S", "Br", "H", "H", "H", "H", "H"],
  "coordinates": [[1.694, 0.463, -1.253], [2.437, 0.801, -0.409], [-2.013, -0.221, 0.218], [-0.771, -0.166, 0.056], [0.416, -1.196, 0.604], [3.106, 1.974, 0.902], [-2.586, 0.609, 0.110], [-2.272, -0.916, 0.989], [0.648, -0.148, -2.045], [-0.372, 0.642, -0.622], [-0.287, -1.841, 1.451]]
}

{
  "formula": "C4H5Cl",
  "method": "wB97M-V/def2-TZVPD",
  "homo_lumo_gap_ev": 10.95,
  "e_above_lowest_kj_mol": 89.5,
  "species": ["C", "C", "C", "C", "Cl", "H", "H", "H", "H", "H"],
  "coordinates": [[0.976, -0.398, -0.500], [0.018, -1.169, 0.043], [0.298, 0.930, -0.251], [-0.723, 0.053, 0.535], [-2.426, 0.181, -0.054], [1.833, -0.706, -1.076], [0.110, -2.226, 0.244], [0.632, 1.727, 0.462], [0.040, 1.308, -1.151], [-0.759, 0.301, 1.746]]
}

{
  "formula": "C4H5Cl",
  "method": "wB97M-V/def2-TZVPD",
  "smiles": "C#CC=C.Cl",
  "homo_lumo_gap_ev": 9.96,
  "e_above_lowest_kj_mol": 184.0,
  "species": ["C", "C", "C", "C", "Cl", "H", "H", "H", "H", "H"],
  "coordinates": [[-0.897, 1.882, -0.013], [-0.391, 0.765, -0.064], [1.332, -0.815, -0.576], [0.094, -0.392, -0.807], [-1.128, -1.155, 2.282], [-1.250, 2.826, 0.315], [1.852, -1.635, -1.041], [-0.831, -0.253, 1.249], [1.775, -0.346, 0.289], [-0.556, -0.878, -1.634]]
}

{
  "formula": "C4H5Cl",
  "method": "wB97M-V/def2-TZVPD",
  "smiles": "C=CC(=C)Cl",
  "homo_lumo_gap_ev": 9.59,
  "e_above_lowest_kj_mol": 11.3,
  "species": ["C", "C", "C", "C", "H", "H", "H", "H", "H", "Cl"],
  "coordinates": [[-0.817, 0.046, -0.015], [-0.877, 1.375, 0.016], [0.282, -0.881, 0.085], [1.584, -0.629, -0.085], [-1.854, 1.911, -0.005], [-0.031, 2.022, 0.096], [-0.008, -1.915, 0.311], [1.886, 0.394, -0.294], [2.242, -1.545, -0.061], [-2.407, -0.777, -0.049]]
}

{
  "formula": "C4H5Cl11",
  "method": "wB97M-V/def2-TZVPD",
  "charge": 1,
  "s_squared": 0.754,
  "spin_multiplicity": 2,
  "homo_lumo_gap_ev": [10.46, 3.42],
  "species": ["C", "Cl", "Cl", "Cl", "H", "C", "Cl", "Cl", "Cl", "H", "C", "Cl", "Cl", "Cl", "H", "C", "Cl", "Cl", "H", "H"],
  "coordinates": [[5.501, -16.519, 5.821], [6.347, -15.580, 7.073], [4.737, -18.017, 6.448], [6.633, -17.157, 4.617], [4.762, -15.986, 5.224], [7.488, -19.946, 7.621], [7.786, -21.056, 8.979], [6.319, -20.675, 6.499], [9.033, -19.332, 6.823], [7.036, -19.039, 8.021], [8.383, -21.041, 2.869], [8.977, -22.087, 1.550], [6.805, -21.559, 3.447], [8.396, -19.344, 2.279], [9.103, -21.028, 3.687], [3.670, -20.541, 4.101], [3.302, -21.724, 5.457], [2.141, -19.737, 3.673], [4.437, -19.808, 4.349], [3.991, -21.078, 3.209]]
}

{
  "formula": "C4H5Cl3N",
  "method": "wB97M-V/def2-TZVPD",
  "charge": 1,
  "homo_lumo_gap_ev": [7.12, 7.68],
  "e_above_lowest_kj_mol": 62.4,
  "species": ["C", "C", "C", "C", "N", "Cl", "Cl", "Cl", "H", "H", "H", "H", "H"],
  "coordinates": [[0.332, 2.251, 0.105], [0.189, -0.187, -0.022], [-0.141, -1.575, -0.417], [2.797, 0.099, 0.066], [-0.014, 0.979, 0.107], [3.138, -0.554, 1.566], [2.767, 1.724, -0.143], [3.026, -0.933, -1.348], [0.331, 2.649, 1.090], [-0.232, 2.776, -0.770], [0.118, -1.837, -1.581], [0.433, -2.221, 0.191], [-1.275, -1.813, -0.219]]
}